No. 1
A cluster of 3 separate species, C15H39N2O3S in total. Source: OMol25; level of theory: ωB97M-V with the def2-TZVPD basis set.

XYZ file:
```
60
Properties=species:S:1:pos:R:3:forces:R:3:mulliken_charge:R:1
C 4.7238 -2.3421 0.9392 0.1 0.0 0.0 -0.736
O 4.9072 -0.9485 1.1100 -0.1 -0.1 0.0 -0.397
C 5.6042 -0.3114 0.0486 0.0 0.1 0.0 -0.797
C 4.7375 -0.0610 -1.1791 0.1 0.0 0.0 -0.400
C 3.7294 1.1188 -1.1529 -0.1 0.0 0.0 0.191
C 3.6155 1.9940 0.1014 0.0 0.0 0.0 -1.142
C 2.8601 1.3915 1.2859 0.1 -0.1 0.0 -0.488
C 1.3437 1.2420 1.0772 0.0 -0.1 0.0 -0.744
C 0.9037 -0.1867 0.6995 -0.1 0.0 0.1 0.420
S 0.2851 -0.2835 -0.9927 0.0 -0.2 -0.1 0.198
N 0.4934 -1.8426 -1.5273 0.1 0.0 0.2 -0.490
C -1.5611 -0.3253 -0.7093 -0.2 0.1 0.1 -0.599
N -2.3123 -0.6753 -1.8421 0.1 0.0 -0.1 -0.424
H 5.2884 -2.8858 1.6987 0.0 0.0 0.0 0.282
H 3.6641 -2.5906 1.0541 0.0 0.0 0.0 0.199
H 5.0555 -2.6798 -0.0463 0.0 0.0 0.0 0.360
H 5.9874 0.6243 0.4566 0.0 0.0 0.0 0.403
H 6.4712 -0.9171 -0.2347 0.0 0.0 0.0 0.462
H 5.4159 0.0946 -2.0217 0.0 0.0 0.0 0.399
H 4.2192 -1.0002 -1.4042 0.0 0.0 0.0 0.160
H 3.9782 1.7828 -1.9832 0.0 0.0 0.0 0.417
H 2.7305 0.7411 -1.4012 0.0 0.0 0.0 -0.303
H 3.1115 2.9199 -0.1959 0.0 0.0 0.0 0.505
H 4.6092 2.3015 0.4354 0.0 0.0 0.0 0.382
H 3.2940 0.4195 1.5274 0.0 0.1 0.1 0.299
H 3.0273 2.0175 2.1643 0.0 0.1 -0.1 0.372
H 0.8171 1.5088 1.9942 0.0 0.0 0.0 0.352
H 0.9948 1.9525 0.3181 0.0 0.0 0.1 0.458
H 0.1000 -0.5633 1.3399 0.1 0.0 0.0 -0.143
H 1.7371 -0.8919 0.7317 0.0 0.1 0.0 -0.074
H 1.4021 -1.9650 -1.9597 -0.1 0.0 -0.1 0.293
H 0.3351 -2.5499 -0.8156 0.0 0.0 0.0 0.292
H -1.6985 -1.0197 0.1216 0.0 0.0 0.0 0.316
H -1.7851 0.6834 -0.3575 0.0 0.0 0.0 0.440
H -2.2532 -1.6481 -2.1051 0.0 0.0 0.0 0.232
H -2.1761 -0.0814 -2.6493 -0.1 0.1 0.0 0.301
C -6.6817 0.8516 -3.6848 0.0 0.0 0.0 -1.224
C -5.6086 1.9241 -3.6345 0.0 0.1 0.0 0.410
C -4.7450 1.9347 -4.8837 0.0 0.0 0.0 -1.233
O -4.8010 1.7800 -2.4612 0.1 0.0 0.0 -0.504
H -6.2236 -0.1388 -3.7701 0.0 0.0 0.0 0.309
H -7.2880 0.8735 -2.7802 0.0 0.0 0.0 0.314
H -7.3352 0.9922 -4.5463 0.0 0.0 0.0 0.375
H -6.0785 2.9018 -3.5125 0.0 0.0 0.0 0.301
H -4.2414 0.9691 -5.0018 0.0 0.0 0.0 0.290
H -3.9896 2.7178 -4.8228 0.0 0.0 0.0 0.301
H -5.3472 2.1022 -5.7772 0.0 0.0 0.0 0.391
H -4.3636 0.9231 -2.5099 -0.1 -0.1 0.1 0.267
C -0.7671 -2.2142 4.5369 0.0 0.0 0.0 -1.350
C -1.1336 -0.8411 4.0054 0.0 0.0 0.0 0.748
C -1.9076 -0.0141 5.0138 0.0 0.0 0.0 -1.434
O -1.8669 -0.9511 2.7723 0.1 0.0 -0.2 -0.501
H -1.6706 -2.7755 4.7888 0.0 0.0 0.0 0.360
H -0.2051 -2.7836 3.7961 0.0 0.0 0.0 0.315
H -0.1637 -2.1318 5.4411 0.0 0.0 0.0 0.400
H -0.2211 -0.3056 3.7248 0.0 0.0 0.0 0.022
H -2.8408 -0.5184 5.2785 0.0 0.0 0.0 0.373
H -2.1503 0.9668 4.6070 0.0 0.0 0.0 0.353
H -1.3310 0.1203 5.9291 0.0 0.0 0.0 0.378
H -2.6947 -1.4061 2.9654 0.0 0.0 0.0 0.345
```
Positions in Å, forces in eV/Å.

## Properties
Frontier orbital gap in eV: 9.45
Net charge: +1

---

No. 2
A structure of composition C15H40AsF6O13. Source: OMol25; level of theory: ωB97M-V with the def2-TZVPD basis set.

XYZ file:
```
75
Properties=species:S:1:pos:R:3:forces:R:3:mulliken_charge:R:1
As -0.9594 -0.7060 -1.5748 0.6 0.2 2.5 2.057
F -1.0445 0.7258 -0.3944 0.8 -1.4 -1.5 -0.548
F 0.8845 -0.6377 -1.5215 -2.4 0.2 -0.7 -0.514
F -0.9798 -2.1841 -2.5981 -0.1 1.8 0.7 -0.494
F -2.7335 -0.6456 -1.3089 1.3 -0.7 -1.0 -0.477
F -1.0771 0.3996 -2.9980 0.3 -1.3 1.5 -0.498
F -0.7650 -1.8299 -0.1411 -0.5 1.2 -1.5 -0.532
C -5.6716 -1.5394 3.5584 0.3 0.8 -0.2 -0.445
O -5.9119 -1.5668 2.1742 -0.7 -0.9 -0.9 -0.521
H -4.7586 -2.0756 3.8172 0.1 0.3 0.2 0.227
H -5.6424 -0.4645 3.7368 0.5 0.0 1.1 0.207
H -6.4844 -1.9655 4.1466 -0.2 -0.1 -0.4 0.207
H -5.0834 -1.6076 1.6910 0.1 0.0 0.1 0.327
C 1.5808 -5.9194 3.0548 0.3 1.0 0.2 -0.449
O 0.9391 -5.8313 1.8160 -0.4 -1.2 -0.9 -0.480
H 1.8139 -6.9373 3.3673 -0.4 -0.2 -0.5 0.215
H 2.5471 -5.4204 2.9823 0.1 0.3 0.4 0.190
H 0.9470 -5.4664 3.8171 0.2 0.1 0.4 0.223
H 0.7438 -4.9328 1.5400 0.2 0.1 0.4 0.303
C -4.8382 4.4936 -2.2810 -0.6 1.5 -2.4 -0.555
O -4.7858 4.3173 -0.9334 0.4 -1.0 1.5 -0.490
H -5.8653 4.5537 -2.6409 -0.4 -0.2 -0.1 0.248
H -4.4277 5.4737 -2.5237 0.2 0.1 0.0 0.215
H -4.3351 3.7796 -2.9331 0.3 -0.3 0.4 0.253
H -4.6513 3.3747 -0.8109 0.0 -0.1 0.6 0.330
C -0.8618 1.9216 -7.7245 0.2 0.8 0.0 -0.542
O -0.9541 0.6097 -7.2286 -0.1 0.1 -0.1 -0.478
H -0.2496 2.5331 -7.0615 0.4 0.1 -0.1 0.237
H -0.4378 1.9365 -8.7285 0.1 -0.2 0.1 0.222
H -1.8066 2.4633 -7.7695 -0.5 -0.3 -0.1 0.245
H -0.9822 0.7221 -6.2756 -0.1 -0.5 0.2 0.315
C 4.6816 -2.0621 0.7976 1.6 0.3 -1.1 -0.462
O 5.5569 -2.9356 1.5108 -0.8 -0.3 1.3 -0.533
H 5.0991 -1.0552 0.7900 -0.1 0.3 0.3 0.246
H 4.7013 -2.3387 -0.2565 -0.7 -0.2 -0.1 0.253
H 3.6732 -2.0024 1.2071 0.3 -0.6 0.1 0.210
H 6.3777 -3.2023 1.0904 -0.4 0.5 -0.6 0.287
C 2.8164 -4.6287 -6.4979 0.9 1.5 0.7 -0.485
O 3.2803 -5.8845 -6.1393 0.0 -1.4 0.1 -0.496
H 3.7193 -4.0218 -6.4299 0.1 0.3 -0.6 0.204
H 2.3815 -4.5491 -7.4942 -0.2 -0.1 0.1 0.237
H 2.2259 -4.1572 -5.7124 -0.7 -0.2 -0.2 0.247
H 2.5455 -6.4790 -5.9716 -0.1 0.0 0.0 0.296
C -2.8081 -6.8614 -3.6561 0.6 0.9 0.8 -0.500
O -1.9735 -6.5524 -2.5025 -1.0 -0.7 -0.5 -0.482
H -2.2024 -6.6043 -4.5251 -0.3 -0.6 -0.4 0.219
H -3.1781 -7.8850 -3.5978 0.7 -0.1 -0.1 0.220
H -3.7250 -6.2735 -3.6982 0.0 0.4 0.2 0.240
H -1.8702 -5.5991 -2.4564 0.0 0.1 0.0 0.301
C 1.8779 2.5593 5.8950 -0.8 -0.1 -0.8 -1.360
C 0.5319 1.8960 6.2435 0.9 -0.4 1.5 0.544
C -0.4616 1.3655 5.2600 0.6 0.5 -2.9 -0.486
O -0.8706 0.0911 5.7212 -2.9 1.6 -2.3 -0.290
C -0.0526 -0.3680 6.5701 1.4 -0.5 2.4 0.678
O -0.2106 -1.4491 7.0764 1.5 1.1 0.1 -0.577
O 0.9081 0.6343 6.7901 0.2 -2.3 1.9 -0.373
H 2.5805 1.8680 5.4296 -0.5 -0.1 -0.6 0.332
H 2.4543 2.8777 6.7636 -0.7 0.3 0.3 0.356
H 1.6034 3.3990 5.2564 0.7 0.2 -0.1 0.360
H 0.0630 2.5400 6.9874 -0.2 -0.2 0.4 0.207
H 0.1251 1.1711 4.3622 -0.1 0.0 -0.5 0.306
H -1.3200 1.9494 4.9278 0.0 0.0 0.6 0.304
C 0.7565 6.5571 -0.0204 -1.2 -0.2 0.2 -1.526
C 1.6751 5.6842 0.8522 -2.0 1.6 -0.7 0.616
C 2.8099 5.1840 0.0936 0.7 -1.4 -1.8 -0.435
O 3.9269 5.3390 0.9598 0.5 0.6 0.5 -0.327
C 3.5934 6.1987 1.9793 0.6 -0.1 1.8 0.637
O 4.3225 6.5681 2.9037 -2.2 -1.0 -3.2 -0.560
O 2.2529 6.4774 1.8576 1.4 0.6 1.4 -0.368
H 1.1741 7.3606 -0.6271 0.9 -0.4 0.1 0.365
H -0.0178 7.0944 0.5272 0.0 -0.3 0.6 0.369
H 0.1884 5.8964 -0.6753 0.1 -0.1 -0.2 0.426
H 1.1298 4.8330 1.2597 -0.3 0.3 0.5 0.199
H 2.8953 5.6353 -0.8949 0.7 0.8 0.3 0.252
H 2.6134 4.1557 -0.2098 0.6 -0.4 0.6 0.351
```
Positions in Å, forces in eV/Å.

## Properties
Frontier orbital gap in eV: 9.98
Net charge: -1

---

No. 3
A cluster of 3 separate species, C15H40ClNO12P3 in total. Source: OMol25; level of theory: ωB97M-V with the def2-TZVPD basis set.

XYZ file:
```
72
Properties=species:S:1:pos:R:3:forces:R:3:mulliken_charge:R:1
O -4.2583 -2.8108 -4.0389 0.0 0.1 0.2 -0.505
C -3.0465 -2.9005 -3.3174 0.2 -0.1 -0.5 -0.284
C -2.6886 -1.4491 -3.0294 -0.7 0.2 0.3 -0.543
N -1.5442 -1.2250 -2.0642 -0.4 -0.7 -0.5 -0.017
C -1.8956 -1.5673 -0.6543 0.5 0.2 0.4 -0.831
O -2.9029 -0.6785 -0.2754 -0.2 -0.4 0.0 -0.213
O -2.7575 -0.3490 1.1010 0.5 0.2 0.1 -0.328
P 0.1132 -1.9862 -2.4597 1.1 0.7 0.3 0.509
O -0.0430 -1.8195 -4.0505 -0.2 -0.4 0.3 -0.421
Cl -0.1782 -3.9706 -2.1045 -0.4 0.0 0.0 -0.191
H -4.2711 -3.4623 -4.7453 0.0 0.0 0.0 0.342
H -2.2765 -3.3691 -3.9341 0.0 0.0 0.1 0.354
H -3.1728 -3.4943 -2.4062 0.0 0.1 0.0 0.171
H -3.5644 -0.9880 -2.5666 0.1 0.0 0.0 0.429
H -2.5046 -0.8972 -3.9481 0.3 -0.2 0.0 0.379
H -1.3585 -0.2151 -2.0677 0.1 0.0 0.0 0.385
H -2.1751 -2.6208 -0.5822 -0.2 0.1 -0.2 0.424
H -0.9974 -1.4102 -0.0447 0.0 0.1 0.0 0.628
H -2.6656 -1.1939 1.5747 -0.4 -0.1 -0.1 0.350
H 0.7392 -2.1975 -4.4858 -0.1 0.3 -0.3 0.352
O -3.4112 -1.6669 6.0943 -0.3 1.4 0.5 -0.763
P -1.9911 -1.5983 6.4322 1.1 -3.1 -0.7 0.954
O -1.0617 -1.3795 5.1461 0.0 0.5 0.1 -0.279
C -1.3264 -0.2683 4.2846 -0.1 0.2 -0.2 -0.081
C -0.8310 1.0494 4.8457 0.0 0.0 0.2 -1.143
O -1.4533 -3.0614 6.8129 0.1 0.3 0.1 -0.276
C -2.3528 -4.1122 7.1869 -0.2 -0.3 0.1 -0.319
C -2.4919 -5.1133 6.0619 0.2 0.0 -0.1 -1.098
O -1.3648 -0.7358 7.5753 -0.8 0.8 0.0 -0.335
C -0.2032 -1.0909 8.3538 0.3 0.2 0.4 -0.180
C 1.0707 -1.1635 7.5472 0.0 -0.1 -0.2 -0.912
H -2.3997 -0.2191 4.0750 0.0 0.0 0.1 0.292
H -0.8099 -0.4887 3.3479 0.1 -0.1 0.1 0.182
H -1.3770 1.3219 5.7495 0.0 0.0 0.0 0.295
H -0.9632 1.8464 4.1137 0.0 0.0 0.0 0.413
H 0.2246 0.9806 5.1089 0.0 0.0 -0.1 0.216
H -3.3241 -3.7067 7.4681 0.0 0.1 -0.1 0.374
H -1.9241 -4.5898 8.0695 0.0 0.0 0.0 0.307
H -2.7909 -4.6115 5.1410 -0.1 0.0 0.1 0.261
H -3.2376 -5.8691 6.3092 0.0 0.0 0.0 0.384
H -1.5399 -5.6117 5.8739 0.0 0.0 0.0 0.290
H -0.3917 -2.0168 8.8945 -0.1 -0.1 -0.2 0.230
H -0.1247 -0.3020 9.1000 -0.1 0.1 -0.1 0.355
H 1.0707 -2.0190 6.8729 0.0 0.0 0.0 0.277
H 1.9149 -1.2654 8.2297 0.0 0.0 0.0 0.401
H 1.2083 -0.2615 6.9513 0.0 0.0 0.1 0.164
O 2.2358 1.3532 -3.4799 -1.4 0.3 0.9 -0.677
P 2.4755 2.6704 -4.0795 3.0 -0.3 -1.9 0.736
O 1.9977 2.7791 -5.5945 -0.6 0.1 0.3 -0.243
C 0.6450 2.4644 -5.9519 -0.3 0.0 -0.1 -0.129
C -0.3293 3.5636 -5.5771 0.1 0.0 0.2 -1.000
O 4.0400 2.8389 -4.3817 -0.2 0.3 0.2 -0.277
C 5.0297 2.0162 -3.7540 0.3 -0.2 0.1 -0.294
C 5.5678 0.9988 -4.7354 -0.1 0.0 -0.2 -1.100
O 2.1360 4.0301 -3.3925 -0.9 -0.4 0.7 -0.306
C 2.8921 5.2556 -3.5391 0.0 0.5 0.2 -0.168
C 2.8716 5.8173 -4.9391 0.0 -0.2 -0.2 -0.926
H 0.3597 1.5154 -5.4880 0.1 0.0 0.0 0.146
H 0.6500 2.3152 -7.0303 0.1 0.0 0.0 0.320
H -0.3948 3.6849 -4.4942 0.0 0.0 0.0 0.280
H -1.3249 3.3318 -5.9564 0.0 0.0 0.0 0.414
H -0.0085 4.5182 -5.9929 0.0 0.0 -0.1 0.203
H 4.6211 1.5275 -2.8695 -0.1 0.0 -0.1 0.338
H 5.8275 2.6837 -3.4243 0.0 0.0 0.0 0.301
H 4.7526 0.4200 -5.1713 0.0 0.0 0.1 0.262
H 6.2613 0.3171 -4.2420 0.0 0.0 0.0 0.381
H 6.0911 1.4953 -5.5527 0.0 0.0 0.0 0.298
H 3.9077 5.1044 -3.1776 0.0 -0.2 -0.1 0.234
H 2.4143 5.9516 -2.8517 -0.1 -0.1 0.0 0.348
H 3.4455 5.2002 -5.6291 0.0 0.0 0.0 0.285
H 3.3124 6.8142 -4.9244 0.0 0.0 0.0 0.400
H 1.8524 5.8906 -5.3172 0.0 0.1 0.1 0.175
```
Positions in Å, forces in eV/Å.

## Properties
Frontier orbital gap in eV: 9.20
Net charge: +1

---

No. 4
A structure of composition C15H40ClO15S5Ti. Source: OMol25; level of theory: ωB97M-V with the def2-TZVPD basis set.

XYZ file:
```
77
Properties=species:S:1:pos:R:3:forces:R:3:mulliken_spin:R:1
Ti -2.0996 -16.6005 -2.0723 -0.9 0.3 0.0 2.633
Cl -3.5425 -14.2590 -2.7389 0.4 -0.4 -0.1 0.015
O -4.0365 -17.8211 -1.3243 -0.2 -0.3 0.4 0.021
S -5.0455 -18.8530 -1.3028 -0.1 0.4 -0.8 0.003
O -5.3583 -19.5298 -0.0791 0.0 0.4 -0.6 0.001
O -6.4215 -18.2194 -1.8680 0.6 -0.9 1.1 0.005
C -6.3485 -17.3165 -2.9707 0.5 0.9 -0.9 -0.024
C -7.0358 -17.8892 -4.2010 0.4 -0.1 0.4 0.001
C -4.5978 -20.0267 -2.5747 -0.5 0.1 0.3 0.016
H -5.3031 -17.0345 -3.1443 -0.1 -0.1 -0.1 0.026
H -6.8232 -16.3675 -2.7106 -0.1 -0.3 0.4 0.000
H -8.0213 -18.2437 -3.9020 -0.1 0.1 -0.3 0.000
H -6.4758 -18.7153 -4.6432 0.0 -0.1 0.1 0.001
H -7.0970 -17.0968 -4.9467 -0.2 0.0 0.0 0.000
H -3.9319 -20.7503 -2.1096 0.1 0.1 0.0 -0.003
H -4.1153 -19.4933 -3.3902 0.1 0.1 0.1 0.004
H -5.5160 -20.5036 -2.9117 0.1 -0.1 0.1 0.001
O -0.1759 -15.4603 -2.2756 1.6 0.6 -0.2 0.044
S 0.7715 -14.3764 -2.3197 -0.9 0.7 -0.9 0.023
O 1.4909 -14.0096 -1.1354 -0.1 0.1 0.2 0.002
O 1.8887 -14.6653 -3.4444 -1.1 -0.6 0.0 -0.015
C 3.0778 -13.8721 -3.4103 0.7 0.8 0.3 0.000
C 3.8487 -13.9889 -4.7002 -0.1 -0.4 -0.5 0.001
C -0.1309 -12.9501 -3.0077 0.7 -1.2 0.2 0.014
H 3.6848 -14.1689 -2.5545 -0.1 0.0 0.0 0.000
H 2.8235 -12.8137 -3.2874 -0.2 -0.1 0.2 0.000
H 4.6649 -13.2676 -4.7283 0.0 0.0 0.2 0.000
H 3.2036 -13.7656 -5.5503 0.0 0.0 0.0 0.000
H 4.2824 -14.9780 -4.8532 -0.1 0.0 0.1 0.000
H -0.6608 -13.3257 -3.8805 -0.1 0.0 0.0 0.000
H 0.5788 -12.1693 -3.2648 -0.1 0.1 0.2 0.001
H -0.8573 -12.6907 -2.2444 0.0 0.2 0.0 -0.003
O -1.8513 -18.5525 -6.4110 -0.1 -0.4 -0.1 0.003
S -2.1817 -17.4166 -5.6188 -0.7 1.4 -0.4 -0.036
O -2.6139 -17.5822 -4.2533 0.8 0.1 -0.3 0.074
O -0.9392 -16.4107 -5.6587 -0.5 -0.3 1.0 0.030
C -0.3756 -16.1216 -6.9386 0.2 0.5 -0.9 0.005
C 0.9093 -15.3367 -6.7368 -0.3 -0.6 0.4 -0.001
C -3.4685 -16.4029 -6.4025 0.7 -0.7 0.5 0.014
H -1.0527 -15.4712 -7.5020 -0.3 -0.2 0.0 0.001
H -0.2286 -17.0482 -7.4920 0.1 0.0 0.1 0.000
H 0.6607 -14.3770 -6.2882 0.2 0.0 0.1 0.000
H 1.4269 -15.1802 -7.6811 -0.1 0.0 -0.1 0.000
H 1.5470 -15.9223 -6.0755 0.2 0.3 0.1 0.000
H -3.3984 -15.4252 -5.9293 -0.2 0.0 0.1 -0.006
H -4.3886 -16.9157 -6.1318 -0.1 0.2 -0.1 0.000
H -3.3408 -16.3520 -7.4793 0.1 -0.1 0.0 0.001
O -2.2585 -15.7347 0.1154 0.2 0.2 0.3 0.012
S -2.0647 -14.7932 1.1850 1.1 0.3 0.5 0.011
O -3.0763 -14.5982 2.1749 0.3 -0.2 -0.4 0.000
O -0.7421 -15.2612 2.0247 -1.5 0.3 -0.2 0.005
C 0.3940 -15.7384 1.3205 1.2 -0.7 -0.3 -0.001
C 1.2931 -16.4555 2.3124 0.1 0.1 0.6 0.004
C -1.4987 -13.2084 0.5463 -1.2 -0.2 0.2 0.007
H 0.9578 -14.9269 0.8544 -0.2 0.1 0.2 -0.001
H 0.1589 -16.4333 0.5067 -0.5 0.1 0.1 0.018
H 1.4877 -15.8556 3.2052 0.1 0.3 -0.2 0.000
H 2.2490 -16.6787 1.8375 0.0 -0.1 0.0 0.000
H 0.8814 -17.3781 2.7287 -0.2 -0.1 -0.4 0.000
H -2.1142 -13.0273 -0.3393 0.4 -0.3 -0.3 0.000
H -0.4229 -13.2327 0.4139 0.0 0.0 -0.3 -0.002
H -1.8035 -12.4278 1.2420 0.2 -0.2 0.3 0.001
O -0.9918 -18.4129 -1.0679 0.3 -0.6 0.6 0.048
S -1.0889 -19.4222 -0.0436 -0.4 -0.2 0.3 0.026
O -1.6282 -20.7223 -0.3814 0.6 0.8 0.3 0.003
O 0.3983 -19.5569 0.5627 -0.9 0.3 -0.5 -0.004
C 0.6515 -20.6689 1.4540 0.8 -0.3 -0.6 0.001
C 1.4353 -21.7316 0.6994 0.0 -0.3 0.5 0.000
C -1.9919 -18.7515 1.3502 0.3 0.4 -0.7 0.024
H -0.2895 -21.0434 1.8525 0.1 -0.1 0.1 0.000
H 1.3062 -20.2961 2.2417 -0.4 0.3 0.1 0.000
H 2.3710 -21.3530 0.2888 -0.2 0.4 -0.1 0.000
H 0.8434 -22.1819 -0.0942 0.0 -0.1 0.0 0.000
H 1.7619 -22.4852 1.4244 -0.3 -0.2 -0.1 0.000
H -2.0124 -19.4274 2.1981 0.0 -0.2 -0.1 0.001
H -2.9816 -18.5007 0.9687 -0.1 -0.2 0.1 0.003
H -1.4982 -17.8129 1.5989 0.0 -0.1 0.1 -0.008
```
Positions in Å, forces in eV/Å.

## Properties
Frontier orbital gap (spin up / spin down) in eV: 3.56 / 8.24
2S+1: 4

---

Computed values of max |F| (unit: eV Å⁻¹) for the preceding records, in sequence: 0.29 4.02 3.59 1.66.